(1)
{"formula": "C9H9F3N2O", "method": "ωB97M-V with the def2-TZVPD basis set", "homo_ev": [-8.44, -8.44], "gap_ev": [8.56, 8.56], "spin_multiplicity": 1, "e_above_lowest_kj_mol": 0.0, "max_force_ha_per_bohr": 0.081, "species": ["C", "C", "C", "C", "C", "C", "C", "C", "C", "N", "N", "O", "F", "F", "F", "H", "H", "H", "H", "H", "H", "H", "H", "H"], "xyz": [[-0.529024, 3.116098, -0.345827], [0.474031, 2.197928, -0.166019], [-1.793793, 2.828017, -0.126912], [1.255671, 0.046261, 0.477062], [-2.128497, 1.463592, 0.067703], [0.173639, 0.925447, 0.160906], [1.811047, -1.041995, -0.173741], [3.445993, -2.804954, 0.065421], [-2.714290, -1.250402, 0.102105], [-1.172612, 0.513708, 0.160858], [-1.482760, -0.803538, 0.208025], [2.983679, -1.457519, 0.256787], [-3.530092, -1.297957, 1.244349], [-3.568754, -0.736188, -0.875366], [-2.656727, -2.554381, -0.249524], [-0.317341, 4.168195, -0.635813], [1.557537, 2.476587, -0.252199], [-2.468345, 3.653398, -0.227850], [1.867127, 0.468079, 1.251016], [-3.183642, 1.199968, 0.066340], [1.397681, -1.524976, -1.043030], [3.181686, -3.195302, -0.879185], [2.803823, -3.554338, 0.706286], [4.593955, -2.835734, 0.208601]], "atomic_forces_ev_per_a": [[2.7, 3.2, -0.7], [1.5, 1.0, -0.1], [-2.1, -2.2, 0.1], [1.8, -2.8, -1.0], [-0.4, 1.7, 0.0], [-1.6, -1.6, -0.6], [-1.9, 2.3, 1.2], [-0.4, -0.9, 1.7], [-2.6, -1.8, -0.4], [-1.2, 0.4, -0.2], [3.1, 1.1, 0.3], [1.8, -0.8, 0.6], [0.5, 0.8, -0.3], [0.4, 0.6, 0.4], [0.3, -0.4, 0.1], [0.3, -0.9, 0.3], [-1.3, -0.3, 0.1], [-0.9, -0.3, 0.1], [0.4, -0.1, 0.4], [0.5, -0.4, 0.2], [-0.4, -0.2, -0.1], [0.1, 0.1, -1.7], [1.7, 1.5, -0.3], [-2.2, 0.0, 0.1]], "lowdin_charge": [-0.112, -0.022, -0.054, -0.019, 0.023, -0.185, -0.125, -0.064, -0.695, -0.005, 0.131, -0.134, 0.048, 0.047, 0.090, 0.130, 0.151, 0.113, 0.116, 0.134, 0.131, 0.051, 0.127, 0.123]}

=====

(2)
{"formula": "C4H8O", "method": "ωB97M-V with the def2-TZVPD basis set", "homo_ev": -9.83, "gap_ev": 10.93, "spin_multiplicity": 1, "e_above_lowest_kj_mol": 187.1, "smiles": "C[C@@H]1O[C@@H]1C", "max_force_ha_per_bohr": 0.070, "species": ["C", "C", "O", "C", "C", "H", "H", "H", "H", "H", "H", "H", "H"], "xyz": [[1.601894, 0.482390, -0.181686], [0.813335, -0.682064, 0.239080], [0.140003, -1.497708, -0.667113], [-0.693778, -0.749341, 0.264184], [-1.652095, 0.359055, -0.226613], [1.119504, 0.785580, -1.179129], [2.680852, 0.263318, -0.322476], [1.410904, 1.442968, 0.581072], [1.283230, -1.151481, 1.109894], [-1.029853, -1.306069, 1.210965], [-2.705599, 0.040634, -0.381796], [-1.220734, 0.953836, -1.109348], [-1.747667, 1.058877, 0.662971]], "atomic_forces_ev_per_a": [[-1.1, 3.3, -0.9], [-1.0, 0.4, 2.0], [-0.8, -0.3, 0.1], [0.7, 0.0, 0.9], [0.8, 0.8, 0.6], [1.1, 0.0, 1.2], [-0.7, 0.3, 0.2], [0.8, -2.6, -1.9], [-0.2, -0.6, -0.3], [0.1, 0.4, -1.8], [0.9, -0.2, -0.4], [-0.8, -1.0, 1.3], [0.3, -0.5, -1.0]], "lowdin_charge": [-0.073, -0.421, -0.021, -0.276, -0.057, 0.093, 0.075, 0.144, 0.132, 0.152, 0.070, 0.095, 0.087]}

=====

(3)
{"formula": "C2H5N3O2", "method": "ωB97M-V with the def2-TZVPD basis set", "homo_ev": -18.43, "gap_ev": 7.82, "spin_multiplicity": 1, "e_above_lowest_kj_mol": 77.0, "total_charge": 2, "max_force_ha_per_bohr": 0.088, "species": ["C", "C", "N", "N", "N", "O", "O", "H", "H", "H", "H", "H"], "xyz": [[1.796000, -0.390176, -0.228013], [-0.571061, 0.510737, -0.068958], [-3.243084, 0.161170, 0.115231], [0.413382, -0.415029, -0.253394], [2.438329, 0.578188, 0.285303], [-1.327971, 1.337802, 0.155237], [-2.612648, -0.806034, -0.130892], [2.208511, -1.425394, -0.553799], [-4.308485, -0.085807, 0.250126], [-0.210455, -1.293188, -0.307039], [3.508951, 0.402596, 0.223715], [1.908531, 1.425136, 0.512485]], "atomic_forces_ev_per_a": [[-0.8, -2.4, 0.3], [-0.2, 0.7, 0.6], [-2.1, -0.5, 0.3], [-4.5, -0.3, -0.1], [2.0, -1.2, -1.4], [2.7, -0.5, -0.5], [0.5, -0.3, -0.1], [-0.2, 2.1, 0.5], [1.4, 0.3, -0.3], [2.1, 0.5, -0.3], [-1.9, 1.5, 0.6], [1.1, 0.3, 0.4]], "lowdin_charge": [-0.021, -0.031, 0.135, 0.176, 0.294, 0.330, 0.030, 0.237, 0.189, 0.234, 0.244, 0.184]}

=====

(4)
{"formula": "C2HBr3ClNO2", "method": "ωB97M-V with the def2-TZVPD basis set", "homo_ev": -10.61, "gap_ev": 9.79, "spin_multiplicity": 1, "e_above_lowest_kj_mol": 0.0, "max_force_ha_per_bohr": 0.058, "species": ["C", "C", "N", "O", "O", "Cl", "Br", "Br", "Br", "H"], "xyz": [[-0.536730, -0.284794, 0.126393], [-0.949677, -0.247902, 1.648666], [0.588915, -1.326051, 0.079592], [1.724513, -0.907847, 0.026118], [0.227009, -2.468302, 0.220235], [-1.622840, -1.677978, 2.226077], [-1.965157, -1.095601, -0.972397], [0.734374, 0.259985, 2.599549], [-2.131922, 1.387652, 1.823000], [-0.252351, 0.796962, -0.288198]], "atomic_forces_ev_per_a": [[-0.6, 0.8, -0.5], [0.9, 2.6, -1.0], [0.2, 0.5, -0.1], [-0.3, -0.2, -0.4], [0.7, -0.1, -0.2], [-0.6, -0.5, 0.7], [0.4, 1.0, 0.3], [-0.8, -0.2, 0.2], [0.3, -1.1, -0.1], [-0.3, -2.8, 1.0]], "lowdin_charge": [-0.732, -1.614, -0.506, 0.036, -0.015, 0.676, 0.731, 0.682, 0.597, 0.146]}

=====

(5)
{"formula": "C29H59AlIO12", "method": "ωB97M-V with the def2-TZVPD basis set", "homo_ev": -4.70, "gap_ev": 6.62, "spin_multiplicity": 1, "total_charge": -1, "max_force_ha_per_bohr": 0.030, "species": ["C", "C", "C", "Al", "I", "C", "C", "C", "C", "C", "C", "C", "C", "C", "C", "C", "C", "C", "C", "H", "H", "H", "H", "H", "H", "H", "H", "H", "H", "H", "H", "H", "H", "H", "H", "H", "H", "H", "H", "H", "H", "H", "H", "H", "H", "H", "H", "H", "H", "H", "H", "H", "H", "H", "C", "O", "C", "O", "O", "C", "H", "H", "H", "H", "H", "H", "C", "O", "C", "O", "O", "C", "H", "H", "H", "H", "H", "H", "C", "O", "C", "O", "O", "C", "H", "H", "H", "H", "H", "H", "C", "O", "C", "O", "O", "C", "H", "H", "H", "H", "H", "H"], "xyz": [[-4.106282, 1.730830, 0.236338], [-3.756913, 0.748058, -0.554182], [-3.542915, 0.955870, -2.016123], [-1.840009, 0.078109, -2.686648], [0.146868, 1.586506, -1.855601], [-1.822277, 0.167447, -4.732509], [-2.958225, 1.024860, -5.290402], [-2.764355, 2.529022, -5.005570], [-1.671566, -1.866724, -2.065780], [-0.699186, -1.989315, -0.890610], [-0.526481, -3.423293, -0.332784], [0.868163, -4.023534, -0.528747], [1.918811, -3.640206, 0.528224], [1.823452, -2.213383, 1.059948], [2.443211, -1.159426, 0.143046], [3.929629, -0.851855, 0.435645], [4.216286, 0.642506, 0.260921], [4.535289, 1.028957, -1.179424], [4.819956, 2.534007, -1.212951], [-3.850688, 2.738240, -0.056713], [-4.601826, 1.555782, 1.180408], [-3.618859, -0.243356, -0.149287], [-4.387673, 0.490243, -2.524641], [-3.553965, 2.015288, -2.247306], [-1.912924, -0.856500, -5.104385], [-0.858803, 0.558213, -5.059876], [-3.931096, 0.698766, -4.935474], [-2.965029, 0.907453, -6.377451], [-3.707528, 2.984641, -4.718690], [-2.384639, 3.004564, -5.904860], [-2.058164, 2.680385, -4.198006], [-2.661541, -2.221867, -1.785548], [-1.297135, -2.398420, -2.938727], [0.266772, -1.629822, -1.222375], [-1.020858, -1.322840, -0.091055], [-0.793971, -3.463586, 0.722908], [-1.235423, -4.080744, -0.829821], [0.752201, -5.106644, -0.463693], [1.204888, -3.843606, -1.545800], [1.896472, -4.315788, 1.378406], [2.895996, -3.735187, 0.054931], [2.377853, -2.186631, 1.998919], [0.813438, -1.920349, 1.322730], [1.920485, -0.216578, 0.219360], [2.369029, -1.503771, -0.886718], [4.515523, -1.363476, -0.325078], [4.221309, -1.158397, 1.434892], [5.049260, 0.980250, 0.876197], [3.344282, 1.228146, 0.541808], [5.389729, 0.483117, -1.565048], [3.664245, 0.861047, -1.807734], [3.892250, 3.072866, -1.037981], [5.550951, 2.763451, -0.444308], [5.192263, 2.860569, -2.180166], [-8.072170, 0.277002, 5.719293], [-7.381929, 0.795449, 4.583113], [-6.386010, 1.636416, 4.879942], [-6.052809, 1.968355, 5.991319], [-5.829299, 2.038220, 3.739845], [-4.738348, 2.948200, 3.899171], [-8.848084, -0.387140, 5.348277], [-7.395233, -0.293184, 6.353190], [-8.538268, 1.080644, 6.287703], [-3.930623, 2.484719, 4.462552], [-5.068799, 3.861555, 4.391680], [-4.375937, 3.191131, 2.904706], [-6.201824, -3.822803, 6.162579], [-7.569322, -3.540974, 6.474115], [-8.395995, -4.575023, 6.314741], [-8.088618, -5.679950, 5.946391], [-9.630174, -4.171882, 6.635985], [-10.629154, -5.183823, 6.509872], [-5.645641, -2.905210, 6.333002], [-5.812349, -4.602342, 6.814887], [-6.097394, -4.113305, 5.119119], [-10.417040, -6.019061, 7.175323], [-10.698527, -5.529791, 5.479993], [-11.573872, -4.730258, 6.797411], [9.507333, 7.157314, -0.072876], [8.162528, 7.574366, 0.157346], [7.262679, 6.584679, 0.089128], [7.506642, 5.428070, -0.141097], [6.057874, 7.104769, 0.320831], [4.984857, 6.157339, 0.278055], [10.130097, 8.044298, 0.009695], [9.819159, 6.431417, 0.676418], [9.614776, 6.737658, -1.071795], [5.115484, 5.391873, 1.040624], [4.909918, 5.700384, -0.706690], [4.069085, 6.704563, 0.482895], [4.760373, -1.453424, -3.794964], [5.957313, -2.234952, -3.905261], [6.562396, -2.159354, -5.087282], [6.199309, -1.511355, -6.036208], [7.656112, -2.933355, -5.044925], [8.408442, -2.947284, -6.255851], [4.369623, -1.601294, -2.792291], [4.978980, -0.397112, -3.934803], [4.014825, -1.787627, -4.513985], [8.770885, -1.948886, -6.496113], [7.809932, -3.338582, -7.077164], [9.258517, -3.604348, -6.090503]], "atomic_forces_ev_per_a": [[-0.1, 0.8, 1.3], [0.1, -0.3, -1.4], [1.3, -0.7, 0.4], [-0.7, -0.5, -0.9], [0.2, 0.1, 0.1], [-0.2, 0.0, 1.0], [0.6, 0.2, -0.4], [-0.2, -0.6, -0.1], [0.5, 1.4, 0.2], [-0.4, -0.6, -0.1], [0.1, 0.1, -0.1], [-0.4, -0.5, 0.6], [-0.1, 0.6, -0.5], [0.5, 0.2, 0.2], [0.5, -0.2, 0.3], [-0.5, 0.5, -0.5], [0.2, -0.2, -0.5], [-0.3, 1.0, 0.3], [-0.1, -0.4, -0.3], [-0.8, 0.4, -0.2], [0.6, 0.0, 0.5], [-0.7, -0.5, -0.1], [-0.1, -0.2, -0.2], [-0.1, 0.3, 0.0], [0.1, -0.1, -0.1], [0.1, 0.0, -0.2], [-0.1, -0.2, 0.2], [-0.3, 0.0, -0.2], [-0.1, 0.3, 0.0], [0.1, 0.3, 0.0], [0.2, 0.1, 0.2], [-0.2, -0.3, -0.1], [-0.1, -0.4, -0.1], [0.2, 0.2, 0.0], [0.0, 0.1, 0.1], [0.0, 0.0, 0.2], [-0.2, 0.0, -0.2], [0.1, -0.2, -0.1], [0.2, 0.3, -0.2], [-0.2, -0.3, 0.0], [0.3, -0.2, 0.2], [0.0, 0.1, 0.2], [-0.3, -0.2, -0.1], [-0.5, 0.1, -0.1], [-0.2, 0.2, -0.2], [0.5, -0.4, 0.3], [0.0, -0.3, 0.1], [0.1, -0.1, 0.2], [-0.1, 0.1, 0.3], [0.2, -0.3, 0.0], [-0.1, -0.4, -0.2], [-0.1, 0.2, 0.2], [0.1, 0.3, 0.1], [0.2, 0.1, -0.1], [-0.2, -0.1, 0.1], [0.0, 0.0, 0.0], [0.1, 0.0, 0.0], [-0.1, -0.1, -0.2], [-0.1, 0.0, 0.1], [0.3, 0.2, -0.1], [0.1, 0.0, -0.2], [0.0, 0.1, 0.1], [0.1, 0.0, 0.1], [-0.1, 0.0, 0.1], [0.0, -0.1, 0.1], [-0.1, -0.2, -0.1], [0.3, 0.1, 0.0], [-0.1, 0.0, 0.0], [0.0, 0.0, 0.0], [-0.1, 0.2, 0.1], [0.1, 0.0, 0.0], [-0.2, -0.1, 0.0], [-0.2, 0.1, 0.0], [-0.1, -0.1, -0.1], [0.0, -0.1, 0.0], [0.1, 0.0, -0.1], [0.1, -0.1, 0.0], [0.1, 0.1, 0.0], [0.2, 0.0, 0.0], [-0.1, 0.0, 0.0], [-0.1, -0.1, 0.0], [0.0, 0.2, 0.0], [0.1, 0.0, 0.0], [-0.3, -0.1, 0.0], [-0.1, 0.1, 0.0], [0.0, -0.1, -0.1], [0.0, -0.1, 0.1], [0.1, -0.1, -0.1], [0.1, -0.1, 0.0], [0.1, 0.2, 0.0], [-0.3, 0.1, 0.1], [0.1, -0.1, -0.1], [-0.1, 0.1, 0.1], [0.1, -0.1, 0.1], [0.0, 0.0, 0.0], [0.1, -0.1, -0.1], [0.2, -0.1, 0.0], [0.0, 0.0, -0.1], [0.1, 0.1, -0.1], [-0.1, 0.0, -0.1], [0.0, 0.1, 0.0], [-0.1, 0.0, 0.2]], "lowdin_charge": [-0.048, -0.288, -0.266, -0.014, 0.284, -0.289, -0.359, -0.129, -0.247, -0.329, -0.217, -0.212, -0.200, -0.212, -0.216, -0.191, -0.228, -0.279, -0.116, 0.052, 0.025, 0.085, 0.062, 0.043, 0.035, 0.034, 0.075, 0.079, 0.059, 0.059, 0.031, 0.046, 0.043, 0.047, 0.087, 0.101, 0.094, 0.094, 0.105, 0.099, 0.104, 0.098, 0.095, 0.060, 0.096, 0.092, 0.099, 0.104, 0.106, 0.097, 0.087, 0.068, 0.063, 0.068, -0.042, 0.005, -0.618, 0.115, 0.003, -0.037, 0.093, 0.091, 0.096, 0.101, 0.096, 0.080, -0.034, -0.005, -0.618, 0.124, -0.001, -0.045, 0.092, 0.097, 0.101, 0.096, 0.098, 0.091, -0.049, -0.002, -0.617, 0.123, 0.003, -0.034, 0.090, 0.096, 0.097, 0.098, 0.093, 0.094, -0.026, 0.009, -0.617, 0.123, -0.003, -0.052, 0.078, 0.096, 0.104, 0.096, 0.096, 0.090]}

=====

What did the first record say?
{"formula": "C9H9F3N2O", "method": "ωB97M-V with the def2-TZVPD basis set", "homo_ev": [-8.44, -8.44], "gap_ev": [8.56, 8.56], "spin_multiplicity": 1, "e_above_lowest_kj_mol": 0.0, "max_force_ha_per_bohr": 0.081, "species": ["C", "C", "C", "C", "C", "C", "C", "C", "C", "N", "N", "O", "F", "F", "F", "H", "H", "H", "H", "H", "H", "H", "H", "H"], "xyz": [[-0.529024, 3.116098, -0.345827], [0.474031, 2.197928, -0.166019], [-1.793793, 2.828017, -0.126912], [1.255671, 0.046261, 0.477062], [-2.128497, 1.463592, 0.067703], [0.173639, 0.925447, 0.160906], [1.811047, -1.041995, -0.173741], [3.445993, -2.804954, 0.065421], [-2.714290, -1.250402, 0.102105], [-1.172612, 0.513708, 0.160858], [-1.482760, -0.803538, 0.208025], [2.983679, -1.457519, 0.256787], [-3.530092, -1.297957, 1.244349], [-3.568754, -0.736188, -0.875366], [-2.656727, -2.554381, -0.249524], [-0.317341, 4.168195, -0.635813], [1.557537, 2.476587, -0.252199], [-2.468345, 3.653398, -0.227850], [1.867127, 0.468079, 1.251016], [-3.183642, 1.199968, 0.066340], [1.397681, -1.524976, -1.043030], [3.181686, -3.195302, -0.879185], [2.803823, -3.554338, 0.706286], [4.593955, -2.835734, 0.208601]], "atomic_forces_ev_per_a": [[2.7, 3.2, -0.7], [1.5, 1.0, -0.1], [-2.1, -2.2, 0.1], [1.8, -2.8, -1.0], [-0.4, 1.7, 0.0], [-1.6, -1.6, -0.6], [-1.9, 2.3, 1.2], [-0.4, -0.9, 1.7], [-2.6, -1.8, -0.4], [-1.2, 0.4, -0.2], [3.1, 1.1, 0.3], [1.8, -0.8, 0.6], [0.5, 0.8, -0.3], [0.4, 0.6, 0.4], [0.3, -0.4, 0.1], [0.3, -0.9, 0.3], [-1.3, -0.3, 0.1], [-0.9, -0.3, 0.1], [0.4, -0.1, 0.4], [0.5, -0.4, 0.2], [-0.4, -0.2, -0.1], [0.1, 0.1, -1.7], [1.7, 1.5, -0.3], [-2.2, 0.0, 0.1]], "lowdin_charge": [-0.112, -0.022, -0.054, -0.019, 0.023, -0.185, -0.125, -0.064, -0.695, -0.005, 0.131, -0.134, 0.048, 0.047, 0.090, 0.130, 0.151, 0.113, 0.116, 0.134, 0.131, 0.051, 0.127, 0.123]}